ORCA calculation (ωB97M-V/def2-TZVPD) on a 5-piece molecular cluster, C17H13Cl12F2NO2 overall at a distorted geometry.

Values from the calculation:
multiplicity: 1
HOMO energy: -9.7 eV
net charge: 0
calculated total energy: -6582.7236 hartree

Last column: Löwdin charge in e.
CARTESIAN COORDINATES (ANGSTROEM)
C1 -1.98928 0.92758 -2.37701  -0.117
C2 5.03212 -3.54820 7.31615  -1.538
C3 0.91596 -0.01471 -7.48494  -1.529
H1 -2.23266 -3.41906 -3.46902  0.017
C4 -1.48083 2.21484 -2.28340  -0.048
H2 -2.46648 0.64420 -3.30221  0.051
H3 0.33923 0.64324 -8.12276  0.014
Cl1 -1.27118 -3.48707 -5.58887  0.528
H4 1.26054 -0.52077 0.28003  0.079
Cl2 2.32621 0.87495 -6.90540  0.526
Cl3 1.41264 -1.41547 -8.44089  0.522
Cl4 -0.10553 -0.51440 -6.13352  0.487
C5 -0.82611 2.59619 -1.09513  0.011
F1 -0.10104 2.20650 1.10233  0.120
N1 -1.06446 4.49209 -2.49076  0.059
C6 -0.70535 1.76767 -0.00564  -0.139
C7 0.30694 -1.77971 6.40385  -1.536
H5 -3.63178 6.32823 -0.69464  0.036
Cl5 -0.03375 -0.44306 5.30232  0.581
C8 -2.10807 5.19198 -1.91340  -0.148
C9 -0.08760 -0.47096 2.04986  -0.230
Cl6 4.58101 -4.28885 5.77791  0.512
Cl7 -1.18769 -2.58424 6.88768  0.533
Cl8 -1.49625 -1.19789 -3.72069  0.619
C10 -1.86560 0.08951 -1.25592  -0.054
H6 -0.19336 0.45863 2.62296  0.079
F2 -2.49382 -0.54449 1.69903  0.004
Cl9 0.06300 -3.55273 -3.01771  0.539
H7 0.77823 -1.37676 7.29223  0.002
C11 1.31015 -0.45000 1.37350  -0.067
H8 -1.18033 -1.53924 0.57394  0.150
H9 5.16462 -4.33806 8.04433  0.013
H10 1.90053 -1.28832 1.76641  0.073
H11 -2.26744 -0.91651 -1.32726  0.100
O1 0.48684 4.66103 -0.73676  0.188
H12 1.83901 0.45519 1.69058  0.077
O2 -1.80047 3.38047 -4.43252  0.181
Cl10 6.55898 -2.67946 7.15993  0.530
C12 -1.25597 0.47823 -0.06310  -0.061
C13 -2.97435 5.80984 -1.35956  0.151
H13 -0.21174 -1.30096 2.75184  0.073
C14 -1.25194 -0.55245 1.06326  -0.287
C15 -1.49508 3.35534 -3.28524  -0.318
Cl11 1.42019 -2.92704 5.66010  0.489
Cl12 3.76008 -2.46988 7.90085  0.507
C16 -0.32991 4.01631 -1.30798  -0.321
C17 -1.34818 -2.97170 -3.90477  -1.459